[1]
C3H3O4V as an isolated structure at a distorted geometry. Source: the Open Molecules 2025 dataset; level of theory: ωB97M-V/def2-TZVPD.

Geometry as ORCA input:
```
! RIJCOSX wB97M-V def2-TZVPD def2/J DEFGRID3
* xyz 0 5
C 0.8670 -1.3447 0.3553
O 0.2666 -0.3649 1.0944
H 2.2126 -1.4961 -1.4410
O -1.3638 1.1533 -0.5658
C -2.0481 0.4120 0.0285
C 1.7188 -0.7934 -0.7444
H 0.1504 -2.0383 -0.1427
O -2.8714 -0.2074 0.5584
V 0.8164 1.3894 0.6530
O 1.8246 0.4162 -0.9101
H 1.5357 -2.0230 0.9345
*
```

Frontier orbital gap (alpha / beta)   6.08 / 10.38 eV
Expectation value of S²   6.005

Results of the Löwdin charge analysis, in e, for atoms 1 through 4: atom 1 (C): -0.35, atom 2 (O): -0.41, atom 3 (H): 0.14, atom 4 (O): 0.11

=====

[2]
A single C19H22N2O3 molecule. Source: the Open Molecules 2025 dataset; level of theory: ωB97M-V/def2-TZVPD.

Geometry as ORCA input:
```
! RIJCOSX wB97M-V def2-TZVPD def2/J DEFGRID3
* xyz 0 1
C 1.8627 -0.9351 -1.3010
C -2.9372 -1.4474 0.9162
C 5.9386 1.2933 0.6213
H -1.5502 -3.5266 -0.0157
C -5.2003 1.5106 0.5567
H 6.3987 -0.3369 1.9292
H 0.1064 -1.4426 -2.4268
H 2.1701 -0.1277 -1.9643
H 2.3123 -2.6163 0.7226
H 1.9349 3.1473 0.1799
C 4.9712 1.8538 -0.1938
H 6.8909 1.7843 0.7495
C -1.4095 -2.6658 -0.6755
H 2.0670 -1.3771 1.9911
C 1.6724 2.3485 -0.5229
C -4.2474 0.4384 0.2059
H -4.0996 0.9463 -1.8692
H -2.5160 -0.8685 -2.3834
N 2.2212 -0.6033 0.0674
C 0.3554 -1.1478 -1.4049
H 5.1485 2.7879 -0.7052
H 1.1643 1.5482 0.0211
H -4.2138 -0.2997 2.2069
O -5.5408 2.2876 -0.4859
C 1.8187 -1.6618 0.9667
C -2.4478 -1.6126 -0.3767
H -2.6222 -2.1253 1.6962
O 2.8235 1.8736 -1.1915
H -0.1956 -0.9232 1.1783
C 0.3056 -1.8534 0.8570
H -6.1664 2.9677 -0.1920
C -3.7689 0.2756 -1.0918
H 2.3711 -1.8628 -1.6106
N -0.0359 -2.2135 -0.5036
C 4.4453 -0.5229 1.0956
C 3.4636 0.0100 0.2599
C 5.6609 0.1101 1.2792
C -3.8276 -0.4345 1.2080
H -1.5081 -3.0041 -1.7109
H -0.0010 -2.6634 1.5230
C 3.7413 1.2411 -0.3663
C -2.8781 -0.7413 -1.3735
H 1.0155 2.7466 -1.2947
H -0.1623 -0.2008 -1.1744
H 4.2676 -1.4618 1.5961
O -5.6477 1.6987 1.6615
*
```

Frontier orbital gap   8.34 eV
SMILES   COc1ccccc1N1CCN(Cc2ccc(C(=O)O)cc2)CC1

Results of the Löwdin charge analysis, in e, for atoms 1 through 4: atom 1 (C): -0.13, atom 2 (C): -0.03, atom 3 (C): -0.09, atom 4 (H): 0.12

=====

[3]
C24H17Br2DyN4O4SSe as an isolated structure at a distorted geometry. Source: the Open Molecules 2025 dataset; level of theory: ωB97M-V/def2-TZVPD.

Geometry as ORCA input:
```
! RIJCOSX wB97M-V def2-TZVPD def2/J DEFGRID3
* xyz 0 6
H -6.6457 18.4312 7.7438
H -5.9330 14.4290 11.7286
C -4.2897 16.3231 8.5967
O -4.9086 12.6177 10.2481
H -7.8774 16.2684 7.3964
H -9.3025 11.8134 9.8867
O -2.5671 14.9712 9.5323
C -6.1710 17.4927 7.9249
N -5.0340 9.6428 10.0907
H -6.5884 14.1951 7.7178
C -6.8406 16.3417 7.7101
C -6.1586 15.1242 7.8553
H -2.4784 19.5357 9.8859
C -5.3650 10.9626 13.4677
H -8.8393 11.3656 8.0526
N -4.8914 15.1142 8.2620
H -6.2320 11.9618 15.2132
H -5.2133 9.9730 13.9955
C -2.0667 9.7263 9.5158
S -3.4444 13.2185 5.7093
N -2.4269 8.8789 10.1946
H -9.3565 10.6819 11.4886
C -5.1846 11.1191 12.0823
Br -0.8727 17.3292 10.8493
H -9.4794 10.0757 9.8605
O -2.3180 13.6609 6.6416
C -7.8411 10.9315 7.9303
C -3.0232 16.1817 9.3279
O -7.6137 10.7825 10.3869
H -4.1288 9.2661 11.8944
N -4.7480 12.8942 6.2779
C -3.0685 18.6081 9.6142
C -7.1879 10.6631 6.7424
C -5.9410 10.1082 6.6755
Dy -3.4957 13.2091 8.7652
H -4.3297 9.3426 7.7896
Br -4.9638 20.4431 8.7625
C -5.2976 12.3767 11.4829
C -5.8295 13.4661 12.2593
C -4.9179 17.5548 8.5088
C -5.8067 10.1582 9.0599
C -5.3080 9.8185 7.8355
H -6.8113 13.9932 14.1088
C -5.8962 12.0375 14.1975
H -4.5101 8.7704 9.8388
C -4.8232 9.9222 11.3620
C -4.2422 18.7320 8.9858
C -2.4377 17.3889 9.7744
C -9.0813 10.9289 10.4508
C -6.1903 13.2788 13.5550
C -7.1246 10.6550 9.1615
H -7.7311 10.9083 5.8229
Se -1.5647 10.8764 8.2769
H -5.4748 9.8410 5.7330
*
```

Frontier orbital gap (alpha / beta)   6.86 / 6.86 eV
Expectation value of S²   9.340

Results of the Löwdin charge analysis, in e, for atoms 1 through 4: atom 1 (H): 0.08, atom 2 (H): 0.13, atom 3 (C): -0.12, atom 4 (O): -0.29

=====

[4]
C2H2N2O2 as an isolated structure at a distorted geometry. Source: the Open Molecules 2025 dataset; level of theory: ωB97M-V/def2-TZVPD.

Geometry as ORCA input:
```
! RIJCOSX wB97M-V def2-TZVPD def2/J DEFGRID3
* xyz 0 1
N -0.5199 -0.8580 -0.3230
H 1.7770 -1.3199 -0.2187
C 0.6687 -0.6251 -0.1128
O -2.1002 1.5138 0.1915
C -0.9504 1.5146 0.3655
H -0.8202 -1.7501 -0.6561
O 0.1888 1.6550 0.5821
N 1.7562 -0.1301 0.1716
*
```

Frontier orbital gap   10.30 eV

Results of the Löwdin charge analysis, in e, for atoms 1 through 4: atom 1 (N): 0.15, atom 2 (H): 0.19, atom 3 (C): -0.51, atom 4 (O): 0.19

=====

[5]
An isolated ion of composition C6H12N3 and charge +1 at a distorted geometry. Source: the Open Molecules 2025 dataset; level of theory: ωB97M-V/def2-TZVPD.

Geometry as ORCA input:
```
! RIJCOSX wB97M-V def2-TZVPD def2/J DEFGRID3
* xyz 1 1
N 0.3743 -0.3062 -1.4304
C -0.2439 0.2209 -0.3591
H -1.6305 -0.9137 -1.3295
H -1.9238 -1.8643 1.0102
N 2.1337 -0.5428 0.7606
H 2.9241 1.0412 -0.1168
H 3.5386 -0.4466 -0.7754
C 1.6431 -0.2882 -1.5587
H -0.3865 1.7695 1.2934
C 2.6382 -0.0062 -0.4919
H -3.4019 -1.3176 0.4619
H 0.7077 -1.0311 2.1712
C -2.4579 -0.9583 0.7350
H 0.7383 2.1799 0.3763
H 2.1394 -0.8524 -2.3501
H -0.8958 2.3295 -0.3221
C 0.9748 -0.7041 1.1132
H -2.3275 0.5295 -0.5211
C -0.2267 1.6254 0.2279
H -2.5737 -0.1119 1.5011
N -1.7438 -0.3524 -0.3956
*
```

Frontier orbital gap   8.97 eV

Results of the Löwdin charge analysis, in e, for atoms 1 through 4: atom 1 (N): 0.06, atom 2 (C): -0.33, atom 3 (H): 0.21, atom 4 (H): 0.10

=====

[6]
A 5-piece molecular cluster, C42H64FN2O15P2 overall at a distorted geometry. Source: the Open Molecules 2025 dataset; level of theory: ωB97M-V/def2-TZVPD.

Geometry as ORCA input:
```
! RIJCOSX wB97M-V def2-TZVPD def2/J DEFGRID3
* xyz 1 1
C -5.5313 9.1926 -0.9630
H 5.9398 -6.2437 -4.6124
C 2.7574 -0.3577 2.4359
H 9.0274 -6.9563 -0.0954
C 9.7199 -6.0241 1.7446
H 7.1306 -8.4134 -1.6132
C 8.6848 -6.7756 0.9245
C 6.7428 -6.9824 -4.5432
H 8.3920 -7.7089 1.4044
H -4.3409 -1.5775 1.3805
H 9.8786 -4.2251 0.5262
C 3.5039 -4.4131 0.8583
P -0.4281 4.0343 1.0425
H -4.1960 -9.1077 2.1515
H -2.3817 -9.1369 2.3802
H -2.4995 11.1730 -2.5106
H -4.3926 4.1554 -1.5465
H 1.4637 1.7321 2.3076
H -0.6377 -0.8907 0.2796
H -3.8863 -4.4358 2.1327
O -3.5787 7.2508 1.2269
O 2.8887 0.5120 1.2847
H -4.8073 9.9556 -1.2541
H -2.2134 -3.2429 -1.0814
H -4.0786 -3.8484 0.4556
C 0.8533 1.2058 0.1807
H -5.4985 7.0172 -0.8830
H -1.6733 11.6009 -5.0726
O 6.4035 -6.0506 0.5767
H -2.3897 -4.0108 -2.6944
C 6.7880 -7.6146 -2.2681
C -2.6803 2.2829 1.4113
C -1.2173 0.0078 0.6031
H -2.6924 -6.5005 3.0162
N -4.3760 1.0791 3.9045
H 0.6973 4.0890 1.9144
O 8.7187 -6.2201 -1.8399
C -0.3383 -3.9833 -1.9386
H 9.5610 -6.2229 2.8082
C -1.2594 2.3582 1.0219
H -4.0472 0.1650 4.2238
C -3.4111 0.9827 1.3678
O -2.6515 -6.9764 0.9165
H 0.9938 -2.4847 2.4822
O -0.8252 -5.2166 1.0032
O -5.4256 0.8100 3.0144
N -0.5649 1.2179 0.6296
C -3.2980 -4.1037 1.2365
H -4.2891 2.5256 -0.8086
H -1.4593 -2.8005 1.1132
C -3.3219 -8.5857 2.6348
H -4.7019 1.6560 4.6805
C -4.3960 7.9527 0.6852
C 4.6066 -3.4388 0.7856
C -4.9165 0.8941 1.7264
C 1.9203 1.5682 1.2983
H -2.7600 3.6096 -0.9935
H -4.3160 3.2331 2.6049
C -3.2607 -7.0564 2.2287
C -2.5496 11.0839 -4.6819
H 5.1586 -1.3449 1.2852
H -7.0303 9.0201 0.6082
C -3.8520 3.5555 -0.7580
H -6.1450 10.5581 0.6101
H -2.2972 10.0250 -4.5789
H 3.6609 -5.4331 0.4261
C -4.8210 7.8663 -0.7611
H -1.3207 5.0676 1.4837
H 6.9936 -9.0119 -3.8875
C -4.2239 4.1950 0.6364
C 9.3870 -4.5797 1.4354
H 0.2666 -4.1332 -0.9998
O -0.0946 4.3708 -0.3956
O -2.2921 -5.4070 -1.1745
H 9.6453 -3.9139 2.2587
O -5.0959 8.9147 1.3240
C -2.6045 -0.1890 0.9595
C 2.2111 -4.1420 1.4584
H 5.5877 -3.6765 0.3172
C -3.5024 3.5313 1.8848
H 5.9849 -7.0476 -1.7939
H 1.7800 -0.2734 2.9777
H -6.3103 9.1630 -1.7241
C 2.7093 2.8706 0.7982
H -0.1406 -2.9108 -2.2428
F -5.6292 3.9544 0.8024
H 0.9110 1.8380 -0.7444
H 0.0040 -4.6583 -2.7593
O -4.4203 11.3065 -3.2824
C 3.0148 -1.8186 1.9091
O -6.0552 10.9039 -4.7857
H 1.3822 -4.8956 1.4995
C -3.3285 -1.5655 0.9066
C 6.3845 -8.1400 -3.6349
O 7.8831 -6.3614 -3.9303
H 3.5581 -0.0439 3.1716
H -3.4969 -1.7906 -0.1888
H 3.6863 2.5214 0.3604
C 1.9471 -2.8040 2.0036
H 2.9416 3.5727 1.6383
C -3.7863 11.2303 -5.5513
P -2.2235 -5.4326 0.4962
C -2.4899 -2.7525 1.5410
H -2.9141 12.7168 -3.2848
C -1.8844 -4.1251 -1.6916
C -3.0225 11.6311 -3.3505
C 7.9159 -6.6730 -2.6120
H -4.1112 5.3105 0.6437
H -3.4914 -8.6565 3.7455
C -4.9014 11.1081 -4.5413
H 1.0966 0.1581 -0.1565
C 4.3419 -2.0972 1.3315
O -5.7056 0.9226 0.8281
H 7.0034 -7.3145 -5.5476
H -3.8490 10.4432 -6.2998
H -3.9582 7.7657 -1.4176
H -4.3258 -6.7208 2.1294
H 10.7494 -6.2893 1.5046
C -6.0603 9.4884 0.4233
H -3.8401 12.2138 -6.0219
H 5.3367 -8.4322 -3.7025
H 2.1730 3.4193 -0.0158
H -2.5098 -2.6478 2.6579
O 7.9663 -4.5572 1.2246
H -2.8654 4.2580 2.4609
C 7.5383 -5.8007 0.8893
*
```

Frontier orbital gap   6.09 eV

Results of the Löwdin charge analysis, in e, for atoms 1 through 4: atom 1 (C): -0.15, atom 2 (H): 0.13, atom 3 (C): -0.15, atom 4 (H): 0.10